Record 1
Molecular formula: C33H34BN8Rh
Method: DFT, the ωB97M-V functional and the def2-TZVPD basis

The geometry in ORCA input format:
```
! RIJCOSX wB97M-V def2-TZVPD def2/J DEFGRID3
* xyz 2 1
C 2.864 1.598 -3.033
H -2.400 5.086 2.035
H 2.297 2.472 -3.326
H 4.577 2.107 -4.219
N -1.305 -2.272 0.683
C 3.000 -0.472 -1.775
C 2.464 -1.485 -0.848
C 0.018 -1.127 3.831
H -1.076 -2.815 4.558
C 2.163 -3.302 0.409
C 0.705 2.253 2.587
N -1.305 -1.194 -0.124
H 2.241 1.627 1.212
C -3.837 1.338 -3.277
H 0.123 5.456 3.504
H -0.653 3.157 3.981
H 5.838 0.086 -3.549
H 0.677 -2.996 4.634
H -2.716 2.584 -4.617
H 2.979 3.923 0.707
N 0.050 -1.267 2.494
H -4.151 -2.556 -0.878
C -2.561 -0.136 -1.880
C -3.791 0.355 -2.298
N 0.229 -0.049 1.941
H -4.794 1.725 -3.600
H 4.857 -1.530 -2.006
H 2.315 -4.484 2.184
C 3.008 -2.729 -0.523
C -1.311 3.131 0.037
C -2.457 -2.944 0.487
C -2.665 1.825 -3.848
C -2.852 4.550 1.200
H -3.767 -4.547 0.938
C 4.139 1.392 -3.536
C 0.330 0.872 2.909
N -0.839 2.082 -0.076
B -0.061 -2.502 1.562
C -1.290 5.446 -0.578
C 2.267 -4.615 1.103
H -0.122 -3.513 2.177
Rh 0.071 0.155 0.014
C 1.572 4.836 2.048
H 3.167 -5.133 0.781
C 1.730 2.472 1.668
H 1.923 5.841 1.857
H -2.756 -4.044 2.296
H 3.909 -3.169 -0.911
C 0.132 3.329 3.255
C -2.775 -4.201 1.218
H -0.150 -1.941 5.781
C -1.436 1.314 -3.459
C -2.423 -1.169 -0.856
C -0.142 -2.287 4.751
H 1.409 -5.247 0.876
H -0.442 -0.170 -2.276
C 0.562 4.619 2.978
N 1.155 -2.443 0.632
H -0.907 5.115 -1.540
H 1.289 0.878 -1.833
C 2.305 0.673 -2.165
C 0.183 0.219 4.130
H -2.088 6.165 -0.747
H -3.252 3.602 1.552
H -0.493 5.915 0.000
H 0.258 0.661 5.108
N 1.325 -1.350 -0.144
C 4.282 -0.661 -2.291
H -2.059 -4.987 0.976
N -1.855 4.303 0.152
C 2.160 3.762 1.395
C 4.843 0.258 -3.162
C -1.393 0.329 -2.485
H -3.660 5.142 0.777
H -0.525 1.649 -3.939
C -3.201 -2.260 -0.469
H -4.703 -0.011 -1.847
*
```

Summary:
M in g mol⁻¹: 656.41
ΔE to the lowest compared entry with this formula, charge and spin in kJ/mol: 0.0
HOMO energy in eV: -13.88

---

Record 2
Molecular formula: C33H34ClN6O5Ta
Method: DFT, the ωB97M-V functional and the def2-TZVPD basis

The geometry in ORCA input format:
```
! RIJCOSX wB97M-V def2-TZVPD def2/J DEFGRID3
* xyz 4 1
C 3.404 -0.580 -1.167
Cl -5.261 -0.134 1.308
H 2.205 2.922 0.572
C -4.123 -2.827 3.389
H 3.644 3.600 -2.002
C 0.902 1.043 2.679
C -3.203 -2.575 -1.051
H 0.489 -1.979 3.095
C -1.965 -1.798 3.579
C -0.156 -0.154 -2.565
C -1.932 -2.092 -0.843
H -2.333 0.703 -4.265
H 2.399 0.717 3.998
C -2.712 -0.480 0.599
N 1.543 1.221 3.796
H 1.197 -4.228 3.373
C 1.539 -2.947 0.711
H -0.007 -4.857 2.219
H -1.303 -1.102 4.085
C 4.508 -1.233 -1.688
H -5.152 -2.916 3.712
O 0.515 -1.086 -2.043
H 0.045 2.463 0.331
C -3.296 -1.873 3.964
H -3.347 -3.431 -1.696
C 1.153 5.029 -0.497
H 3.702 -4.319 -0.512
H -1.086 -2.577 -1.310
C 4.607 -2.606 -1.481
H -2.532 0.340 1.272
H 5.451 -3.156 -1.876
C 3.634 -3.262 -0.731
H 0.546 0.064 -4.570
H 5.269 -0.681 -2.224
C 0.631 3.592 -2.351
C -2.292 -3.612 2.037
C 2.577 -2.512 -0.245
O 1.700 -4.030 1.387
H -1.190 1.816 -3.846
O -0.586 0.755 -1.814
C 3.145 0.870 -1.158
H -1.183 1.222 2.842
C 2.218 2.801 -0.515
C 0.032 -2.642 2.356
C -3.622 -3.692 2.425
C -4.018 -0.924 0.448
N 2.460 -1.203 -0.468
H -0.384 2.770 2.679
C -1.452 -2.662 2.612
H -1.912 -4.324 1.313
H 4.347 3.455 -0.365
C 0.675 -4.042 2.439
C 3.643 3.031 -1.076
C -0.376 1.741 2.313
C 1.268 3.794 -1.133
C -4.281 -1.977 -0.415
H -1.503 1.748 0.414
H -3.675 -1.220 4.738
O 4.116 1.681 -1.400
N 1.998 1.325 -0.737
C -0.258 5.827 -2.272
H 1.213 1.883 4.488
H -0.621 4.459 -3.871
H -1.269 1.237 -5.407
Ta 0.439 -0.172 -0.001
H 0.771 2.648 -2.870
C 0.394 6.041 -1.065
C -0.133 4.604 -2.915
H -4.261 -4.457 2.004
C -0.400 -0.121 -4.058
H -0.794 -1.072 -4.414
H 0.314 6.997 -0.566
N -1.357 0.977 -4.417
O 1.351 0.199 1.811
C -0.488 1.631 0.788
H -0.846 6.618 -2.716
H -5.295 -2.329 -0.563
N -1.668 -1.012 -0.067
N 0.572 -2.133 1.021
H 1.657 5.210 0.446
*
```

Summary:
M in g mol⁻¹: 811.07
ΔE to the lowest compared entry with this formula, charge and spin in kJ/mol: 0.0
HOMO energy in eV: -18.76

---

Record 3
Molecular formula: C33H34N4O3
Method: DFT, the ωB97M-V functional and the def2-TZVPD basis

The geometry in ORCA input format:
```
! RIJCOSX wB97M-V def2-TZVPD def2/J DEFGRID3
* xyz 0 1
H 6.003 2.360 -2.668
C -0.204 -0.365 0.815
H -4.401 1.459 4.961
C -1.310 0.938 2.607
C 2.080 1.464 -3.076
H 2.347 -4.648 -1.273
C -1.316 -1.651 -3.111
H 2.266 2.527 -3.080
H 4.472 2.803 -3.417
H -3.589 -4.134 -3.241
C -2.698 -1.857 1.303
C -2.229 -2.546 -3.655
H 4.816 -0.577 -0.762
H -3.722 -0.070 3.158
C -1.645 3.328 1.923
H -0.235 1.131 2.718
C -1.525 -2.543 0.591
H -1.074 -0.025 4.383
N 2.969 -2.978 -0.103
C -2.633 -3.443 -1.461
O -0.666 -0.786 -3.944
C 3.049 0.588 -2.594
H 0.105 1.707 -3.885
H 4.886 2.360 -0.307
N 0.833 -3.583 -0.296
C -0.229 -1.869 1.064
C 5.075 1.966 -3.076
H -3.702 5.732 3.093
H -3.129 -4.163 -0.828
H 1.331 -2.296 -3.088
C 4.341 1.138 -2.013
C -3.224 4.769 2.999
C -1.108 -1.628 -1.735
C -1.476 0.380 1.135
C 1.545 -1.236 -3.088
H -2.755 1.480 5.601
H -1.516 1.258 0.482
H -3.263 -0.787 4.716
O 0.800 0.225 0.496
C -3.349 1.383 4.684
C -2.016 2.273 2.751
H -2.553 -1.937 2.382
H -0.866 3.182 1.189
H -4.333 3.888 4.600
C -3.579 3.735 3.841
C -2.244 4.566 2.041
H 5.584 -0.611 -2.356
C 3.982 2.023 -0.811
H -3.641 -2.329 1.024
H -1.485 -3.590 0.907
H 3.419 2.899 -1.121
H -1.945 5.372 1.389
H -0.191 -1.963 2.163
H 2.583 -1.334 1.179
C 0.856 1.015 -3.533
C -2.759 -0.396 0.938
H 6.182 0.479 -1.111
H -2.402 -2.541 -4.719
C 5.284 0.032 -1.532
C -2.885 -3.431 -2.821
C 2.226 -2.158 0.600
C 2.074 -3.833 -0.635
H -0.418 -0.899 -1.343
C 2.764 -0.772 -2.632
H 3.481 -1.498 -2.287
O -3.749 0.137 0.504
N -1.687 -0.072 3.577
N 0.929 -2.507 0.495
C -2.979 2.486 3.733
H 3.374 1.462 -0.106
C -1.742 -2.531 -0.905
C 0.573 -0.342 -3.516
H 5.313 1.345 -3.937
C -3.068 0.036 4.025
*
```

Summary:
M in g mol⁻¹: 534.66
ΔE to the lowest compared entry with this formula, charge and spin in kJ/mol: 100.8
Structure (SMILES): CC(C)(C)c1ccc(Oc2cccc([C@@H]3CC(=O)[C@@H]([C@@H]4NCCc5ccccc54)C(=O)[C@@H]3n3cncn3)c2)cc1
HOMO energy in eV: -8.15